Record 1
Computed, not measured: a 5-piece molecular cluster, C6H14O4 overall in a non-equilibrium geometry, with ωB97M-V/def2-TZVPD.

CARTESIAN COORDINATES (ANGSTROEM)
O: 1.24559 3.10879 -1.31479
O: 0.70537 1.97092 3.85899
O: -3.31896 1.53421 1.34271
O: -0.39023 1.67551 1.26749
C: -0.37266 -2.43426 -2.61382
C: 1.56453 -1.40373 -1.52664
C: -0.99574 -2.46213 -1.36393
C: 0.98973 -1.97862 -2.63175
C: -0.36362 -1.94241 -0.25814
C: 0.86415 -1.31463 -0.33586
H: 0.06512 0.83450 1.22759
H: 1.36737 -0.91207 0.53081
H: 0.47056 2.55267 -1.39409
H: -3.27280 0.58214 1.43025
H: -0.91501 -2.06827 0.66193
H: 1.35229 2.61554 4.14568
H: -2.40502 1.81678 1.30967
H: -0.80947 -2.85726 -3.50638
H: 1.02752 3.72621 -0.61659
H: -1.96585 -2.92703 -1.26831
H: 1.15328 1.12890 3.94026
H: 2.58551 -1.05299 -1.55777
H: -0.20937 2.00480 2.14789
H: 1.62774 -2.19756 -3.47521

F_max	2.2	eV/A
total energy	-14638.9098	eV
E_HOMO	-9.52	eV
ΔE to the lowest compared entry with this formula, charge and spin	1.062	eV
gap between HOMO and LUMO	0.3550	hartree
net charge	0


Record 2
Computed, not measured: a 2-piece molecular cluster, C6H14OS overall, with ωB97M-V/def2-TZVPD.

CARTESIAN COORDINATES (ANGSTROEM)
S: 1.55331 4.23821 -1.83218
O: 0.62821 -0.18923 1.43175
C: -0.16852 4.18179 -1.30888
C: 1.53833 2.80247 -2.91854
C: -0.29535 -0.39271 2.49669
C: -0.07327 0.77886 3.46203
C: 1.38933 1.19785 3.17762
C: 1.82798 0.21559 2.08376
H: 2.33387 -0.66639 2.52153
H: -0.77117 1.60771 3.23531
H: -0.23619 0.48034 4.51549
H: 1.27671 1.88296 -2.36840
H: -1.31264 -0.44610 2.06344
H: -0.34218 5.02070 -0.61413
H: -0.08961 -1.36066 2.99286
H: -0.85445 4.28723 -2.16620
H: 2.50430 0.64741 1.32114
H: 0.82301 2.93167 -3.74813
H: 2.03595 1.13117 4.07366
H: 1.43506 2.23973 2.80635
H: -0.40075 3.23852 -0.78647
H: 2.55000 2.68352 -3.34162

F_max	0.6	eV/A
total energy	-19331.1278	eV
E_HOMO	-8.45	eV
ΔE to the lowest compared entry with this formula, charge and spin	0.292	eV
gap between HOMO and LUMO	0.3428	hartree
net charge	0


Record 3
Computed, not measured: a 2-piece molecular cluster, C6H14P overall in a non-equilibrium geometry, with ωB97M-V/def2-TZVPD.

CARTESIAN COORDINATES (ANGSTROEM)
P: 0.42166 0.69957 0.43512
C: -1.34663 1.02405 0.27425
C: 0.99639 -0.86461 -0.17553
C: 0.86061 0.71303 2.24341
C: -1.53447 -2.78222 -2.50675
C: 1.36829 2.02586 -0.13032
C: -1.75076 -3.68074 -1.72026
H: -1.85568 -4.58734 -1.25344
H: 0.91016 -0.07783 2.96016
H: 1.13142 3.05422 -0.14082
H: 1.84720 1.22939 2.28841
H: 0.26206 -1.68797 0.11998
H: -1.79120 0.48326 1.09088
H: 1.87086 -1.31958 0.42225
H: 0.07054 1.49111 2.39938
H: 1.53482 -1.01136 -1.08397
H: -1.60149 2.10750 0.51354
H: 1.75425 1.84454 -1.07252
H: -1.77545 -1.84130 -2.84359
H: 2.22091 1.67616 0.48546
H: -1.75597 0.68427 -0.68292

F_max	3.7	eV/A
total energy	-15727.8094	eV
E_HOMO	-13.52	eV
ΔE to the lowest compared entry with this formula, charge and spin	4.128	eV
gap between HOMO and LUMO	0.3916	hartree
net charge	+1


Record 4
Computed, not measured: an isolated ion of composition C6H14P and charge +1 in a non-equilibrium geometry, with ωB97M-V/def2-TZVPD.

CARTESIAN COORDINATES (ANGSTROEM)
P: 0.80579 0.02572 0.05500
C: -1.88814 1.09380 0.52577
C: 1.11995 -1.44340 -0.98728
C: 1.23215 1.54797 -0.81753
C: -1.84682 -1.27898 0.20450
C: 2.17825 -0.00038 1.27573
C: -1.11033 -0.00901 0.02404
H: -2.42272 -1.55581 -0.68638
H: -1.14077 -2.13654 0.14235
H: -1.54919 2.13980 0.42335
H: 1.46161 2.38644 0.02539
H: 0.33810 -1.33633 -1.81577
H: 0.47311 2.00773 -1.34337
H: -2.78395 0.95586 -0.05689
H: 2.14643 -1.34740 -1.48132
H: -2.43495 -1.33467 1.02765
H: 2.13146 1.02378 1.71852
H: 1.13404 -2.26588 -0.41608
H: -2.11647 1.01043 1.62451
H: 2.16494 1.33536 -1.43404
H: 2.10752 -0.81849 1.99184

F_max	5.9	eV/A
total energy	-15726.8469	eV
E_HOMO (spin up / spin down)	-13.09 / -14.53	eV
ΔE to the lowest compared entry with this formula, charge and spin	5.090	eV
gap between HOMO and LUMO (spin up / spin down)	0.2549 / 0.3356	hartree
net charge	+1


Record 5
Computed, not measured: a 2-piece molecular cluster, C6H14Si overall in a non-equilibrium geometry, with ωB97M-V/def2-TZVPD.

CARTESIAN COORDINATES (ANGSTROEM)
Si: -2.92409 0.06846 -0.10565
C: 0.26295 0.52906 0.06730
C: 1.03255 -0.52382 -0.14942
C: 0.77741 -1.91074 0.36470
C: -1.53073 0.38716 1.22386
C: 0.53536 1.92523 -0.39059
C: 2.39895 -0.29171 -0.76111
H: 0.75822 -2.75602 -0.33864
H: 2.08870 -0.40758 -1.89927
H: -1.31884 1.29632 1.80456
H: -3.60183 1.37203 -0.47295
H: 2.80603 0.62233 -0.46917
H: 0.42085 1.96673 -1.46413
H: -3.91583 -0.77472 0.49362
H: -1.55002 -0.59576 1.87035
H: -0.03799 2.75801 0.11477
H: -2.19805 -0.84503 -1.17603
H: -0.22456 -1.74291 0.74286
H: 1.52768 -2.23801 1.18275
H: 3.11157 -0.99380 -0.46149
H: 1.58167 2.15478 -0.17631

F_max	4.3	eV/A
total energy	-14322.5110	eV
E_HOMO	-8.66	eV
ΔE to the lowest compared entry with this formula, charge and spin	4.060	eV
gap between HOMO and LUMO	0.3522	hartree
net charge	0


Record 6
Computed, not measured: a 2-piece molecular cluster, C6H14Si2 overall in a non-equilibrium geometry, with ωB97M-V/def2-TZVPD.

CARTESIAN COORDINATES (ANGSTROEM)
Si: 1.56185 1.90191 0.60322
Si: 2.31323 -0.22213 0.42009
C: -2.55867 -0.19618 0.75167
C: -3.19443 0.05541 1.90940
C: 4.16930 -0.45219 0.31943
C: -3.40188 -0.26631 -0.52862
C: 1.56982 -1.13775 -1.03725
C: -2.83267 0.19069 -1.64530
H: 4.74072 0.36159 -0.01890
H: 0.59859 -0.90471 -1.39352
H: 4.67996 -0.64551 1.26130
H: 0.43959 2.91116 0.29433
H: -2.88806 0.46232 2.89136
H: -4.17699 -0.86924 -0.61390
H: 1.98362 2.14023 1.96885
H: -1.47118 -0.07559 0.55248
H: -1.90114 0.79600 -1.74637
H: 1.52526 -2.17035 -0.96942
H: -4.28581 0.17152 1.84174
H: -3.44430 -0.00189 -2.62257
H: 4.31857 -1.24393 -0.39724
H: 2.25463 -0.80505 -1.84077

F_max	6.7	eV/A
total energy	-22198.9147	eV
E_HOMO (spin up / spin down)	-7.20 / -7.20	eV
ΔE to the lowest compared entry with this formula, charge and spin	5.310	eV
gap between HOMO and LUMO (spin up / spin down)	0.2410 / 0.2411	hartree
net charge	0


Record 7
Computed, not measured: C6H15AsCrN3S4 as an isolated structure, with ωB97M-V/def2-TZVPD.

CARTESIAN COORDINATES (ANGSTROEM)
As: -4.07244 0.13319 1.35787
Cr: -1.12742 -0.17606 0.42670
S: -2.16868 -0.82714 2.23149
S: -2.91659 0.65191 -0.54869
S: -4.46972 1.87918 2.39596
S: -5.47550 -1.32424 0.94728
N: 0.76413 -0.79084 1.24458
N: -0.29844 -1.01699 -1.33527
N: 0.21999 1.40375 -0.19508
C: 0.75412 1.19952 -1.56934
C: 1.25263 1.60529 0.85820
C: 1.64471 -1.34211 0.18878
C: 0.82099 -1.91220 -0.95782
C: 0.00953 0.08125 -2.27945
C: 1.26258 0.45698 1.87783
H: 0.68068 2.11615 -2.15331
H: -1.04305 -1.57788 -1.73415
H: 2.30129 -0.54796 -0.15861
H: 0.58123 -1.47712 1.96950
H: 0.37189 -2.85307 -0.64164
H: 0.58654 -0.27462 -3.13624
H: 1.81391 0.96677 -1.49144
H: 2.29061 -2.11966 0.59650
H: 0.58507 0.67500 2.69959
H: 1.46637 -2.12396 -1.81316
H: 1.05892 2.53597 1.38607
H: -0.43493 2.17723 -0.18834
H: -0.95040 0.44435 -2.64191
H: 2.22512 1.71231 0.37956
H: 2.26686 0.32502 2.28454

F_max	0.9	eV/A
⟨S²⟩	0.786
spin multiplicity	2
total energy	-143537.2561	eV
E_HOMO (spin up / spin down)	-7.01 / -7.01	eV
ΔE to the lowest compared entry with this formula, charge and spin	1.869	eV
gap between HOMO and LUMO (spin up / spin down)	0.2255 / 0.2445	hartree
net charge	0


Record 8
Computed, not measured: a 2-piece molecular cluster, C6H15BO overall in a non-equilibrium geometry, with ωB97M-V/def2-TZVPD.

CARTESIAN COORDINATES (ANGSTROEM)
O: -2.50603 -0.28314 0.24917
C: 0.88818 -0.16704 0.21077
C: -2.81672 -0.73961 -1.00891
C: 0.73776 -0.49640 -1.33054
C: 0.79990 -1.54769 0.95585
C: 2.33794 0.33966 0.49585
C: -0.61104 2.27266 0.89294
B: -0.19269 0.85909 0.56678
H: -3.94511 -0.57332 -0.97645
H: 2.92985 -0.07703 -0.31575
H: 2.62080 0.06775 1.47505
H: -0.45012 2.57252 1.85130
H: -0.15474 3.17775 0.37114
H: -0.12974 -1.93090 0.71075
H: -0.22379 -1.00015 -1.34951
H: -2.21471 -0.20291 -1.75053
H: 0.66186 0.43274 -1.90818
H: 1.60703 -2.23754 0.61233
H: -2.54455 -1.85592 -1.05225
H: -1.71247 2.39666 0.67444
H: 0.91825 -1.46708 2.02327
H: 1.54043 -1.06398 -1.74164
H: 2.45972 1.52389 0.34414

F_max	4.6	eV/A
⟨S²⟩	2.006
spin multiplicity	3
total energy	-9182.7514	eV
E_HOMO (spin up / spin down)	-4.98 / -10.40	eV
ΔE to the lowest compared entry with this formula, charge and spin	1.107	eV
gap between HOMO and LUMO (spin up / spin down)	0.2093 / 0.3220	hartree
net charge	0


Record 9
Computed, not measured: an isolated ion of composition C6H15BrN and charge +1 in a non-equilibrium geometry, with ωB97M-V/def2-TZVPD.

CARTESIAN COORDINATES (ANGSTROEM)
Br: -2.59244 -0.33638 0.02743
N: 1.74460 -0.47801 0.46518
C: -1.36123 2.80454 0.18507
C: 0.42267 -0.89467 -0.04964
C: -0.75157 0.34166 0.34428
C: 0.50910 -1.30534 -1.51200
C: -0.44726 1.65188 -0.29577
C: 0.01255 -2.16918 0.75998
H: 0.35650 -2.36386 -1.75294
H: -1.07706 -2.41882 0.86024
H: 1.64863 0.14925 1.30133
H: 2.42350 -1.24070 0.48902
H: -0.50362 1.39922 -1.30669
H: 0.64927 2.06077 -0.24459
H: 1.48913 -0.98944 -1.84511
H: -2.33760 2.52851 0.27247
H: 0.26306 -2.16140 1.86900
H: 0.62873 -2.96536 0.41842
H: -0.80638 0.22385 1.46812
H: -1.48896 3.68590 -0.45120
H: -0.24211 -0.82471 -2.04112
H: 2.34302 0.16025 -0.12192
H: -0.88253 3.14205 1.16043

F_max	4.3	eV/A
total energy	-77989.7412	eV
E_HOMO	-13.79	eV
ΔE to the lowest compared entry with this formula, charge and spin	2.211	eV
gap between HOMO and LUMO	0.3704	hartree
net charge	+1


Record 10
Computed, not measured: an isolated ion of composition C6H15BrO3P and charge +1 in a non-equilibrium geometry, with ωB97M-V/def2-TZVPD.

CARTESIAN COORDINATES (ANGSTROEM)
Br: -0.95844 0.94434 2.37955
P: -0.26376 0.00369 0.61544
O: 1.07107 -1.06910 0.86470
O: 0.23154 1.06732 -0.26092
O: -1.34378 -0.94328 0.02516
C: 1.07338 3.31819 -0.91398
C: 1.23814 2.01149 -0.08661
C: -2.68537 -0.48207 -0.22354
C: -2.57616 0.65905 -1.17861
C: 2.29610 -3.17291 0.67658
C: 0.93558 -2.53581 0.96056
H: 0.62072 -2.75822 1.91879
H: 2.27334 1.55213 -0.31114
H: 0.89031 4.16433 -0.17254
H: -1.91133 0.34251 -2.01821
H: 0.18101 -3.01656 0.26201
H: -3.16277 -0.30268 0.73154
H: -3.57535 1.00777 -1.46804
H: -3.23595 -1.31985 -0.65828
H: 0.14254 3.24115 -1.50675
H: 1.33221 2.33023 0.90673
H: 2.48624 -3.03417 -0.33394
H: 1.89449 3.51963 -1.61767
H: -2.02993 1.56150 -0.69471
H: 3.06269 -2.85528 1.30579
H: 2.01350 -4.23339 0.79809

F_max	7.5	eV/A
total energy	-91933.0994	eV
E_HOMO	-14.97	eV
ΔE to the lowest compared entry with this formula, charge and spin	0.000	eV
gap between HOMO and LUMO	0.4331	hartree
net charge	+1


Record 11
Computed, not measured: C6H15CeClI2O2P as an isolated structure in a non-equilibrium geometry, with ωB97M-V/def2-TZVPD.

CARTESIAN COORDINATES (ANGSTROEM)
Ce: 0.21523 1.14694 1.22645
I: 0.60217 4.18400 -0.03250
I: -1.10657 4.04963 2.30806
Cl: -0.96370 -0.36537 2.95933
P: -2.03551 -0.07713 -0.74576
O: 2.47855 0.00208 1.45929
O: 1.67940 0.34119 -3.09084
C: 3.27445 -1.05447 0.72360
C: -2.87930 -1.60013 -0.28852
C: 4.66759 -1.20184 1.39486
C: 1.02223 0.31132 -2.14646
C: -2.24420 0.09488 -2.54339
C: -2.96914 1.24929 0.01456
H: -3.99813 1.17854 -0.29991
H: -1.82690 1.05388 -2.89071
H: -1.72669 -0.71933 -3.07855
H: -3.29666 0.06880 -2.83591
H: 2.59743 -1.88959 0.90167
H: -2.97727 1.18091 1.10639
H: -2.82249 -1.74535 0.79227
H: 5.27443 -2.05858 1.03338
H: 4.56034 -1.36410 2.48711
H: -2.63024 2.25010 -0.25028
H: -2.41266 -2.46403 -0.76614
H: 5.27902 -0.29807 1.18791
H: 2.85876 0.08662 2.27970
H: -3.92127 -1.58533 -0.57085
H: 3.30112 -0.77486 -0.33475

F_max	4.0	eV/A
⟨S²⟩	0.751
spin multiplicity	2
total energy	-61487.9213	eV
E_HOMO (spin up / spin down)	-15.45 / -15.47	eV
ΔE to the lowest compared entry with this formula, charge and spin	0.000	eV
gap between HOMO and LUMO (spin up / spin down)	0.1941 / 0.1946	hartree
net charge	+2


Record 12
Computed, not measured: a 2-piece molecular cluster, C6H15ClSi overall in a non-equilibrium geometry, with ωB97M-V/def2-TZVPD.

CARTESIAN COORDINATES (ANGSTROEM)
Cl: 3.52697 -0.81422 -0.67692
Si: 2.57329 0.74356 0.15401
C: -0.91911 -0.82600 0.00117
C: -0.09607 -0.22399 1.09256
C: -2.12987 0.07837 -0.18245
C: -1.28704 -2.23872 0.49976
C: 3.80429 1.45848 1.63825
C: -0.10964 -0.99524 -1.30866
H: -0.24852 -2.85304 0.43367
H: -0.13214 -0.01422 -1.75928
H: 2.38861 1.47859 -1.12395
H: -0.59161 0.56695 1.53437
H: 4.20064 0.62094 2.16449
H: -2.04286 -2.75147 -0.26560
H: -2.49108 0.20260 0.82427
H: -1.90306 1.13065 -0.47862
H: 0.53045 -0.88246 1.56881
H: 3.33949 2.11317 2.35049
H: 0.98704 -1.23636 -1.13135
H: 4.70122 1.87069 1.09646
H: -2.94892 -0.38460 -0.69913
H: -1.70672 -2.39998 1.50013
H: -0.41765 -1.87407 -1.94732

F_max	3.5	eV/A
total energy	-26862.8273	eV
E_HOMO (spin up / spin down)	-7.91 / -7.57	eV
ΔE to the lowest compared entry with this formula, charge and spin	4.907	eV
gap between HOMO and LUMO (spin up / spin down)	0.2834 / 0.2817	hartree
net charge	0